12
Properties=species:S:1:pos:R:3:forces:R:3:lowdin_charge:R:1 method="wB97M-V/def2-TZVPD" lumo_ev=1.186 total_energy_ha=-269.25435 homo_ev=-8.89 largest_force_ev_per_a=0.36 homo_lumo_gap_ev=10.1 relative_energy_kcal_mol=57.66
C 2.00640 -0.23248 0.00879 -0.0792 0.0789 -0.1342 0.01
C -1.08932 -0.56881 0.64940 -0.1370 -0.1089 -0.0949 -0.01
C -0.30450 0.67685 0.31584 0.3282 0.0934 0.1098 -0.31
O -1.40181 1.06464 -0.57845 -0.0242 0.0297 -0.0912 -0.05
C -1.97101 -0.15256 -0.25832 -0.2246 -0.2116 0.0197 -0.12
C 0.90606 0.31744 -0.49245 0.2779 -0.1496 0.0085 -0.13
H 2.78665 -0.60619 -0.64776 -0.0427 0.1823 0.1203 0.05
H 2.15216 -0.37411 1.07777 -0.0497 0.0441 -0.1284 0.06
H -0.85051 -1.46747 1.19447 -0.1687 0.1027 -0.0369 0.10
H -0.14971 1.43965 1.08660 0.0074 -0.1595 -0.1288 0.15
H -2.84728 -0.50979 -0.78766 0.0264 0.1005 0.1953 0.12
H 0.76287 0.41282 -1.56823 0.0862 -0.0020 0.1609 0.12